# 1
Computed, not measured: a 6-piece molecular cluster, C5H25N10O8P2 overall at a distorted geometry, with wB97M-V/def2-TZVPD.

Each line ends with the natural charge from an NBO analysis.
Atoms and positions in Å:
O 0.13 -1.29 2.69  -1.07
P -0.11 -1.14 1.28  2.15
O 0.76 -2.18 0.51  -0.96
O 0.28 0.33 0.85  -0.95
P -2.26 -1.54 1.07  0.34
H 1.19 -2.70 1.23  0.55
H -0.38 0.95 1.21  0.54
H -2.75 -1.44 -0.24  0.14
H -2.89 -0.59 1.88  0.12
H -2.54 -2.80 1.62  0.13
C 1.40 2.64 3.55  0.77
O 0.27 2.37 3.94  -0.68
N 2.21 1.70 3.00  -0.85
N 1.91 3.90 3.62  -0.84
H 3.14 1.88 2.66  0.40
H 1.85 0.77 2.94  0.40
H 1.33 4.61 4.02  0.41
H 2.83 4.15 3.30  0.39
C -5.14 -2.78 -2.09  0.78
O -5.03 -2.21 -1.00  -0.73
N -5.98 -2.33 -3.05  -0.84
N -4.43 -3.90 -2.40  -0.84
H -6.09 -2.78 -3.94  0.39
H -6.53 -1.51 -2.85  0.45
H -3.80 -4.26 -1.71  0.39
H -4.51 -4.38 -3.28  0.40
C 4.40 -0.17 -1.15  0.77
O 5.24 0.19 -1.95  -0.65
N 3.10 0.26 -1.21  -0.86
N 4.68 -1.03 -0.13  -0.86
H 2.39 -0.02 -0.56  0.37
H 2.86 0.89 -1.95  0.41
H 5.63 -1.37 -0.05  0.45
H 4.00 -1.33 0.55  0.37
C 8.33 -0.12 0.91  0.78
O 7.85 -1.11 0.38  -0.69
N 8.09 1.13 0.42  -0.85
N 9.12 -0.19 2.02  -0.85
H 8.47 1.97 0.83  0.39
H 7.51 1.20 -0.40  0.42
H 9.31 -1.10 2.39  0.41
H 9.52 0.62 2.46  0.39
C -8.00 1.37 -2.54  0.78
O -7.60 0.26 -2.22  -0.70
N -8.32 2.32 -1.61  -0.84
N -8.17 1.75 -3.84  -0.84
H -8.65 3.24 -1.85  0.39
H -8.21 2.08 -0.65  0.41
H -7.95 1.07 -4.55  0.41
H -8.50 2.65 -4.12  0.39

Its orbital gap is 0.286 hartree. Its molar mass is 415.26 g/mol. The max |F| comes out at 2.23 eV/A. The value obtained for the LUMO energy is -0.139 hartree. As for the charge: +1.

# 2
Computed, not measured: C5H6O3 as an isolated structure at a distorted geometry, with wB97M-V/def2-TZVPD.

Each line ends with the natural charge from an NBO analysis.
Atoms and positions in Å:
C -2.16 0.02 0.06  -0.27
C 0.06 -0.47 -0.08  0.33
C 1.18 -1.29 -0.03  -0.36
C 2.26 -0.32 0.03  0.70
C 0.46 0.95 -0.13  -0.08
H -2.10 0.89 -0.74  0.18
H -3.44 -0.36 0.23  0.21
H -2.22 0.66 0.76  0.17
H 1.30 -2.61 0.10  0.29
H 0.19 1.42 -0.76  0.14
H 0.26 1.69 0.76  0.21
O -1.17 -1.05 -0.15  -0.45
O 3.53 -0.52 -0.02  -0.60
O 1.86 0.99 -0.04  -0.45

Its orbital gap is 0.362 hartree. Its molar mass is 114.10 g/mol. As for the relative energy (zero: lowest compared OMol25 entry of this formula, charge and spin): 144.1 kcal per mole. The max |F| comes out at 19.72 eV/A. The value obtained for the LUMO energy is 0.011 hartree.